1.
DFT (wB97M-V/def2-TZVPD) results for a cluster of 2 separate species, C9H14 in total.

Last columns: bonded neighbours and bond lengths (Å).
CARTESIAN COORDINATES (ANGSTROEM)
1 C -0.7492 0.8885 -1.3299  C2 1.497, H8 1.087, H9 1.084, H10 1.094
2 C -0.0682 -0.4263 -1.1113  C1 1.497, C3 1.386, C7 1.398
3 C -0.7006 -1.6590 -1.0855  C2 1.386, C4 1.391, H11 1.090
4 C -0.0695 -2.8801 -0.8719  C3 1.391, C5 1.393, H12 1.083
5 C 1.2899 -2.8401 -0.5713  C4 1.393, C6 1.386, H13 1.083
6 C 1.9822 -1.6539 -0.7562  C5 1.386, C7 1.389, H14 1.085
7 C 1.3284 -0.4810 -1.1102  C2 1.398, C6 1.389, H15 1.085
8 H -0.0758 1.7409 -1.3727  C1 1.087
9 H -1.5698 1.1274 -0.6635  C1 1.084
10 H -1.1088 0.8454 -2.3626  C1 1.094
11 H -1.7895 -1.6934 -1.0372  C3 1.090
12 H -0.5983 -3.7404 -0.4811  C4 1.083
13 H 1.7768 -3.7259 -0.1834  C5 1.083
14 H 3.0633 -1.6864 -0.6716  C6 1.085
15 H 1.9558 0.3966 -1.2219  C7 1.085
16 C -0.8823 1.3067 2.0826  C17 1.539, H18 1.083, H19 1.090, H20 1.093
17 C -0.2200 2.6224 1.6361  C16 1.539, H21 1.060, H22 1.088, H23 1.086
18 H -0.1943 0.4703 2.0884  C16 1.083
19 H -1.4622 1.5095 2.9834  C16 1.090
20 H -1.6687 1.0257 1.3781  C16 1.093
21 H 0.0013 3.2338 2.4735  C17 1.060
22 H -0.9319 3.2384 1.0911  C17 1.088
23 H 0.6912 2.3808 1.0971  C17 1.086

## Properties
Relative energy (zero: lowest compared OMol25 entry of this formula, charge and spin) ... 74.63 kJ/mol
F_max ... 2.2 eV/A
Electronic energy ... -9559.4079 eV
Orbital gap ... 10.035 eV
SMILES ... Cc1ccccc1.CC
Total charge ... 0


2.
DFT (wB97M-V/def2-TZVPD) results for a cluster of 2 separate species, C9H14 in total.

Last columns: bonded neighbours and bond lengths (Å).
CARTESIAN COORDINATES (ANGSTROEM)
1 C -1.2288 -1.6300 -1.4533  C2 1.483, H8 1.172, H9 1.121, H10 1.026
2 C -0.7849 -0.2518 -1.1338  C1 1.483, C3 1.466, C7 1.383
3 C -1.3588 0.5667 -0.0616  C2 1.466, C4 1.361, H11 1.048
4 C -0.6573 1.6404 0.3951  C3 1.361, C5 1.422, H12 1.086
5 C 0.4175 2.2303 -0.3246  C4 1.422, C6 1.400, H13 0.991
6 C 0.8629 1.4918 -1.4274  C5 1.400, C7 1.383, H14 1.086
7 C 0.2870 0.2957 -1.8142  C2 1.383, C6 1.383, H15 1.124
8 H -1.7363 -1.9731 -0.4543  C1 1.172
9 H -0.3867 -2.3069 -1.7514  C1 1.121
10 H -1.8593 -1.4993 -2.2526  C1 1.026
11 H -2.2079 0.1750 0.4119  C3 1.048
12 H -1.0950 2.0671 1.2920  C4 1.086
13 H 0.9398 3.0212 -0.0365  C5 0.991
14 H 1.7080 1.9694 -1.9148  C6 1.086
15 H 0.6126 -0.0974 -2.8159  C7 1.124
16 C 1.8271 -1.5866 2.2919  C17 1.589, H18 1.048, H19 1.083, H20 1.145
17 C 0.2459 -1.4768 2.4084  C16 1.589, H21 1.104, H22 1.087, H23 1.131
18 H 2.1955 -1.9443 3.2055  C16 1.048
19 H 2.0658 -2.1886 1.4239  C16 1.083
20 H 2.3241 -0.5669 2.1371  C16 1.145
21 H -0.2462 -2.4362 2.1717  C17 1.104
22 H -0.0682 -0.6375 1.7933  C17 1.087
23 H 0.0899 -1.2611 3.5075  C17 1.131

## Properties
Relative energy (zero: lowest compared OMol25 entry of this formula, charge and spin) ... 141.74 kJ/mol
F_max ... 6.2 eV/A
Electronic energy ... -9558.7125 eV
Orbital gap ... 9.845 eV
SMILES ... Cc1ccccc1.CC
Total charge ... 0